{
  "formula": "C54H146N10O19",
  "method": "ωB97M-V/def2-TZVPD",
  "elements": ["C", "O", "H", "H", "H", "H", "C", "O", "H", "H", "H", "H", "C", "O", "H", "H", "H", "H", "C", "O", "H", "H", "H", "H", "C", "O", "C", "C", "N", "C", "C", "O", "C", "H", "H", "H", "H", "H", "H", "H", "H", "H", "H", "H", "H", "H", "H", "H", "C", "O", "C", "C", "N", "C", "C", "O", "C", "H", "H", "H", "H", "H", "H", "H", "H", "H", "H", "H", "H", "H", "H", "H", "C", "O", "C", "C", "N", "C", "C", "O", "C", "H", "H", "H", "H", "H", "H", "H", "H", "H", "H", "H", "H", "H", "H", "H", "C", "O", "C", "C", "N", "C", "C", "O", "C", "H", "H", "H", "H", "H", "H", "H", "H", "H", "H", "H", "H", "H", "H", "H", "C", "O", "C", "C", "N", "C", "C", "O", "C", "H", "H", "H", "H", "H", "H", "H", "H", "H", "H", "H", "H", "H", "H", "H", "C", "C", "C", "O", "C", "N", "H", "H", "H", "H", "H", "H", "H", "H", "H", "H", "H", "C", "C", "C", "O", "C", "N", "H", "H", "H", "H", "H", "H", "H", "H", "H", "H", "H", "C", "C", "C", "O", "C", "N", "H", "H", "H", "H", "H", "H", "H", "H", "H", "H", "H", "C", "C", "C", "O", "C", "N", "H", "H", "H", "H", "H", "H", "H", "H", "H", "H", "H", "C", "C", "C", "O", "C", "N", "H", "H", "H", "H", "H", "H", "H", "H", "H", "H", "H"],
  "xyz": [[3.49782, -2.70840, -3.40243], [2.07512, -2.62138, -3.47587], [3.93881, -3.12177, -4.31371], [3.90713, -1.70187, -3.29728], [3.80072, -3.27441, -2.51600], [1.70000, -3.40542, -3.88496], [1.83346, 1.00804, 6.24624], [1.35203, 2.36605, 6.31233], [2.40650, 0.84627, 5.33646], [2.39420, 0.78919, 7.16017], [0.92957, 0.40416, 6.28903], [2.02068, 2.93628, 6.69766], [-5.04194, 3.47523, -1.24207], [-6.08711, 3.80036, -0.34807], [-4.43536, 2.66325, -0.84934], [-5.40030, 3.12043, -2.21490], [-4.39448, 4.34536, -1.37628], [-6.75439, 4.31516, -0.80642], [-1.84029, -4.03997, 7.29720], [-0.94383, -4.56216, 6.34671], [-2.64295, -3.42773, 6.83162], [-2.38551, -4.81548, 7.85771], [-1.42004, -3.34631, 8.02619], [-1.47719, -4.95587, 5.62725], [-0.89053, 1.84345, 2.02398], [-0.35227, 3.00802, 1.39165], [0.77942, 3.61760, 1.98247], [2.07095, 3.13389, 1.35279], [2.46722, 1.86716, 1.96226], [3.69199, 1.30350, 1.48500], [4.99117, 1.97323, 1.99772], [5.42605, 1.57936, 3.27974], [4.87448, 2.37135, 4.31508], [-1.41044, 2.12096, 2.94636], [-0.03076, 1.22166, 2.27138], [-1.51782, 1.33015, 1.30077], [0.78921, 3.44861, 3.06750], [0.62596, 4.69164, 1.84492], [2.81772, 3.93016, 1.38550], [1.81805, 2.95692, 0.30586], [1.73652, 1.18246, 1.78478], [3.79380, 1.16835, 0.39234], [3.73856, 0.29275, 1.90947], [4.89590, 3.06510, 1.90994], [5.76705, 1.63099, 1.30993], [3.81322, 2.62750, 4.22947], [5.38141, 3.34853, 4.33389], [4.99854, 1.85882, 5.26864], [0.24959, 5.29111, -1.47288], [1.29651, 4.37669, -1.42550], [1.82432, 3.99899, -2.66508], [2.92725, 2.97559, -2.38578], [4.14900, 3.52742, -1.85891], [4.99762, 4.21913, -2.80955], [6.03884, 5.05895, -2.12316], [5.47449, 5.99450, -1.23773], [4.70262, 6.97331, -1.86692], [-0.71252, 4.80396, -1.66369], [0.42528, 6.09961, -2.19509], [0.17899, 5.78277, -0.50187], [2.22989, 4.88174, -3.18005], [1.04780, 3.54139, -3.29861], [3.01861, 2.31987, -3.25276], [2.53982, 2.34486, -1.57928], [4.00074, 4.09537, -1.03510], [4.43044, 4.85313, -3.51258], [5.55537, 3.49916, -3.42601], [6.60944, 5.56954, -2.91202], [6.72122, 4.47395, -1.51123], [3.70613, 6.61115, -2.16312], [5.17854, 7.41725, -2.75318], [4.53519, 7.78856, -1.16093], [-6.38844, -6.76206, 2.07310], [-5.18247, -7.46980, 1.94077], [-4.69026, -7.51120, 0.59209], [-3.41260, -8.30848, 0.62394], [-2.27542, -7.50056, 0.96856], [-1.01994, -8.19751, 0.92209], [0.17165, -7.27307, 1.10372], [1.31330, -8.08119, 1.02002], [2.52953, -7.48629, 1.35470], [-6.27059, -5.70387, 1.79523], [-6.71526, -6.85109, 3.10715], [-7.19042, -7.17617, 1.44315], [-4.55043, -6.47762, 0.25481], [-5.42926, -8.03028, -0.03113], [-3.24249, -8.77508, -0.35209], [-3.56103, -9.14255, 1.33036], [-2.42417, -6.87026, 1.73715], [-0.87509, -8.63018, -0.07435], [-0.96158, -9.01605, 1.65854], [0.08662, -6.74143, 2.06293], [0.22586, -6.55618, 0.27633], [2.80580, -7.75344, 2.37822], [2.54924, -6.40362, 1.19040], [3.30856, -7.87349, 0.69193], [1.43475, -4.28230, 2.96527], [1.67212, -3.73329, 1.68856], [1.10444, -2.45146, 1.55439], [1.42559, -1.87705, 0.19902], [0.61545, -0.71394, -0.05535], [0.85128, -0.18867, -1.39074], [0.06664, 1.05713, -1.70249], [-1.33978, 0.91366, -1.66183], [-1.97695, 2.13662, -1.41477], [2.05773, -3.79503, 3.72852], [1.80609, -5.30061, 2.88533], [0.38699, -4.21935, 3.26689], [1.48253, -1.77274, 2.32071], [0.00976, -2.51123, 1.65649], [1.26795, -2.67704, -0.55219], [2.48851, -1.63156, 0.10987], [-0.37772, -0.80341, 0.11594], [0.60886, -0.96598, -2.12776], [1.91731, 0.04337, -1.47439], [0.38841, 1.42139, -2.69829], [0.39508, 1.89297, -1.05594], [-1.70680, 2.87283, -2.19775], [-1.78123, 2.54050, -0.42007], [-3.04731, 2.02575, -1.60921], [2.03439, -0.56943, -8.94616], [1.54385, -0.24522, -7.63714], [2.55583, 0.21367, -6.81586], [2.01711, 0.42014, -5.40736], [0.70795, 1.09236, -5.38157], [0.84888, 2.55148, -5.50920], [-0.49620, 3.23699, -5.52329], [-1.28423, 2.73923, -6.57986], [-2.21011, 3.71020, -6.99365], [2.55995, 0.30843, -9.34553], [1.17937, -0.80377, -9.56799], [2.72687, -1.41255, -8.86116], [2.91593, 1.17538, -7.22803], [3.43839, -0.44541, -6.79490], [2.70460, 1.04765, -4.83661], [1.92592, -0.55835, -4.92963], [0.22293, 0.82740, -6.23869], [1.27129, 2.76660, -6.51532], [1.58885, 2.95271, -4.81849], [-0.31728, 4.30103, -5.72682], [-0.95830, 3.07719, -4.53741], [-1.73386, 4.61502, -7.39833], [-2.91578, 3.99806, -6.20134], [-2.79534, 3.27641, -7.80618], [4.85097, -1.06859, 8.05912], [6.21011, -1.07004, 8.72388], [6.93634, -2.40521, 8.63251], [8.12647, -2.29948, 9.37098], [8.80759, -3.50746, 9.50734], [7.01791, 0.03769, 8.17052], [3.94254, -1.25535, 8.62982], [4.82588, -1.82172, 7.24812], [4.67972, -0.17404, 7.45570], [6.11231, -0.89662, 9.80182], [7.14288, -2.69202, 7.59003], [6.28485, -3.16829, 9.09950], [9.00557, -4.03895, 8.56665], [8.24602, -4.18437, 10.16414], [9.77397, -3.26468, 9.94478], [7.23847, -0.16128, 7.19110], [7.94972, 0.00925, 8.58726], [-1.10879, -4.04749, -2.25585], [-1.98761, -3.17504, -3.20074], [-3.12052, -2.64119, -2.37762], [-4.22742, -2.28502, -3.16652], [-5.10276, -1.46716, -2.50355], [-1.16227, -2.09959, -3.71176], [-0.59030, -3.34144, -1.59175], [-0.32881, -4.57409, -2.80708], [-1.62073, -4.73388, -1.57384], [-2.35054, -3.83263, -3.99444], [-2.82330, -1.82632, -1.69853], [-3.49169, -3.44944, -1.72173], [-6.03191, -1.36146, -3.06626], [-4.75407, -0.42007, -2.43936], [-5.28825, -1.86702, -1.49881], [-1.34117, -1.27946, -3.15293], [-0.18567, -2.29729, -3.83102], [-6.75918, 2.21687, -6.82646], [-5.47472, 1.36804, -6.95044], [-4.92316, 1.00233, -5.59892], [-3.70485, 0.37934, -5.76866], [-2.86579, 0.48194, -4.65681], [-5.74207, 0.15925, -7.76883], [-7.10199, 2.51809, -7.81601], [-6.54467, 3.15187, -6.29028], [-7.55309, 1.69344, -6.28892], [-4.81760, 1.99963, -7.55042], [-5.61107, 0.31200, -5.07630], [-4.88829, 1.87847, -4.93318], [-3.12931, -0.19237, -3.83482], [-2.88242, 1.47641, -4.16776], [-1.83822, 0.31860, -4.96343], [-6.26766, 0.46860, -8.59032], [-6.49564, -0.35023, -7.28993], [-1.03711, 7.85929, 2.27538], [-1.69052, 8.58468, 1.09621], [-2.85650, 7.80561, 0.53724], [-2.45732, 6.57000, -0.02575], [-2.93460, 5.44361, 0.67723], [-2.06015, 9.96092, 1.51128], [-0.73633, 6.86688, 1.94020], [-1.73853, 7.78248, 3.11066], [-0.19719, 8.45785, 2.62008], [-0.89853, 8.76775, 0.36310], [-3.33218, 8.39749, -0.26031], [-3.64132, 7.69709, 1.29903], [-2.43762, 4.60070, 0.18075], [-4.00497, 5.24825, 0.56072], [-2.62919, 5.36483, 1.72533], [-2.94718, 9.97004, 2.01468], [-2.23020, 10.52606, 0.68292], [-3.18972, -2.66434, 1.73512], [-2.97159, -3.29406, 3.11732], [-2.63575, -4.76054, 2.96889], [-2.57827, -5.37248, 4.28085], [-3.78901, -5.89409, 4.79292], [-1.88840, -2.56217, 3.75976], [-2.23265, -2.68630, 1.20791], [-3.41687, -1.60020, 1.86757], [-4.01591, -3.10357, 1.18072], [-3.90352, -3.16067, 3.68869], [-1.65304, -4.93173, 2.53260], [-3.43849, -5.26859, 2.42114], [-4.26265, -6.54892, 4.05855], [-4.47226, -5.11431, 5.16071], [-3.53292, -6.44544, 5.70074], [-1.64647, -2.96621, 4.65731], [-2.09394, -1.57602, 3.82140]],
  "atomic_forces_ev_per_a": [[-0.08, 0.02, 0.06], [0.12, 0.29, -0.06], [-0.07, -0.18, 0.11], [-0.27, 0.06, 0.03], [0.06, -0.12, -0.19], [0.29, -0.17, 0.02], [-0.55, 0.93, 0.77], [-0.02, -0.21, -0.18], [0.08, -0.20, 0.00], [0.24, -0.18, -0.29], [0.12, -0.24, -0.32], [0.14, -0.10, -0.05], [0.04, 0.17, -0.38], [-0.12, -0.32, 0.27], [-0.42, 0.20, 0.51], [-0.11, 0.16, 0.00], [0.12, -0.11, -0.27], [0.04, 0.04, -0.08], [-1.56, 0.33, -0.06], [0.08, 0.23, 0.21], [0.26, -0.24, -0.13], [0.32, -0.05, -0.03], [0.75, -0.32, -0.19], [0.22, 0.11, 0.18], [1.38, 0.73, 0.17], [-0.88, -0.17, -0.46], [-0.23, 0.29, 0.50], [-0.82, -0.49, -0.33], [-0.11, 0.39, 0.40], [1.24, -0.86, 0.66], [-0.35, -0.18, -0.92], [-0.81, 0.06, 0.23], [0.04, 0.72, 0.23], [-0.20, -0.14, -0.10], [-0.44, -0.53, 0.24], [-0.17, 0.02, 0.09], [0.07, -0.10, -0.03], [0.20, 0.00, -0.18], [0.27, -0.30, 0.30], [0.21, 0.34, -0.17], [0.09, 0.19, -0.05], [-0.23, 0.38, -0.03], [0.02, -0.05, -0.18], [0.20, -0.04, 0.13], [0.13, 0.21, 0.03], [-0.09, -0.49, -0.44], [0.17, -0.17, 0.21], [0.27, -0.02, -0.07], [-0.42, 0.68, 0.24], [0.46, -0.04, 0.40], [-0.05, -0.31, -0.14], [-0.96, 0.19, 0.85], [0.84, -0.17, -0.53], [-0.06, -0.43, -0.26], [0.09, 0.24, -0.15], [0.13, 0.24, 0.30], [-0.67, 0.65, -0.11], [0.04, 0.07, -0.20], [-0.03, -0.19, -0.18], [-0.05, -0.16, 0.08], [-0.07, 0.00, -0.17], [0.07, 0.33, 0.45], [0.70, 0.15, -0.01], [-0.16, -0.15, -0.24], [-0.26, 0.02, -0.05], [0.03, -0.03, 0.05], [-0.23, -0.05, 0.02], [0.13, 0.06, 0.14], [-0.01, -0.23, -0.07], [0.16, -0.10, -0.02], [0.16, -0.25, 0.05], [0.09, -0.13, 0.09], [-0.24, 0.06, -0.26], [0.11, 0.01, -0.15], [-0.52, -0.27, 0.77], [0.03, -0.12, 0.06], [0.12, 0.41, -0.96], [0.39, 0.02, 0.08], [-0.22, 0.10, -0.10], [-0.12, -0.66, -0.03], [0.67, 0.14, -0.21], [0.00, -0.05, 0.13], [0.09, 0.13, 0.05], [0.18, -0.05, -0.02], [0.12, -0.13, -0.29], [-0.03, 0.21, -0.06], [0.07, 0.18, -0.03], [-0.11, 0.00, -0.04], [0.11, -0.35, 0.32], [-0.31, -0.18, 0.09], [0.12, 0.03, -0.07], [0.20, 0.01, -0.04], [-0.31, 0.31, 0.21], [0.03, 0.31, 0.11], [-0.24, 0.02, 0.22], [-0.10, -0.22, 0.05], [0.82, -0.09, 0.03], [-0.14, 0.21, -0.16], [-0.15, 0.15, -0.11], [-0.30, -0.99, -0.43], [0.48, 1.13, 0.16], [-0.70, -0.49, -0.03], [1.07, 1.45, -0.30], [0.18, -0.75, 0.41], [-0.51, 0.49, -1.23], [-0.21, 0.18, -0.01], [-0.37, -0.17, 0.29], [-0.02, -0.10, -0.05], [-0.02, 0.06, 0.33], [0.12, 0.00, 0.17], [-0.04, 0.12, 0.09], [-0.04, 0.25, 0.15], [0.05, -0.46, 0.00], [0.26, 0.13, -0.16], [-0.04, 0.06, -0.15], [-0.34, -0.41, -0.05], [-0.36, -0.41, 0.33], [0.35, 0.00, 0.39], [0.08, 0.01, -0.09], [0.37, -0.52, 0.34], [-0.06, 0.52, 0.99], [-0.42, -0.87, -0.96], [0.92, 1.16, 0.27], [-0.59, -0.11, -0.11], [0.22, 0.50, 0.06], [0.48, -0.71, -2.09], [0.68, 0.19, 0.52], [0.11, 0.14, 0.19], [-0.64, -0.16, -0.55], [0.00, -0.18, -0.14], [-0.04, -0.13, -0.05], [-0.04, -0.01, -0.25], [0.08, -0.05, 0.10], [-0.18, -0.17, 0.00], [0.21, -0.29, 0.00], [-0.03, 0.09, 0.14], [-0.19, -0.34, 0.35], [0.07, 0.14, 0.22], [-0.45, -0.11, 0.04], [-0.05, 0.08, 0.46], [-0.39, 0.22, -0.18], [0.14, -0.08, 0.23], [0.19, -0.03, 0.07], [0.04, -0.07, 0.07], [-0.50, -0.67, -1.85], [0.51, 0.54, 0.29], [-0.73, -0.24, 0.32], [0.03, 0.44, -0.37], [0.31, -0.41, 0.27], [0.51, -0.25, -0.11], [0.35, 0.03, 0.50], [0.08, -0.13, 0.37], [0.17, 0.36, 0.54], [-0.04, 0.24, -0.13], [-0.04, 0.03, 0.04], [0.14, -0.05, -0.26], [-0.21, 0.24, -0.13], [0.14, -0.06, 0.01], [-0.01, -0.14, 0.17], [-0.43, 0.05, 0.06], [-0.30, 0.03, 0.26], [0.13, 0.66, 0.50], [1.48, -1.02, 0.90], [-0.97, -0.82, 0.56], [0.61, -0.03, -1.25], [-0.78, 1.03, 0.45], [-1.11, 0.28, -0.64], [0.04, -0.11, -0.06], [-0.09, -0.11, -0.05], [-0.21, -0.19, -0.45], [-0.31, 0.26, -0.10], [0.24, 0.12, -0.31], [0.27, 0.05, 0.10], [-0.07, -0.51, 0.02], [0.31, -0.22, 0.35], [-0.31, 0.24, 0.08], [0.56, 0.27, -0.14], [0.14, 0.02, 0.24], [0.50, 0.35, 0.49], [-1.62, 0.28, -0.93], [-0.66, -0.26, 0.10], [0.81, 0.26, 0.07], [0.48, 0.44, 0.95], [-0.83, 0.08, 0.26], [-0.15, -0.18, -0.03], [-0.08, -0.13, 0.03], [-0.03, -0.04, -0.10], [0.62, -0.22, 0.38], [-0.23, 0.02, -0.21], [0.35, 0.17, -0.24], [-0.04, -0.30, -0.37], [-0.18, 0.12, -0.51], [-0.02, -0.27, -0.04], [0.51, 0.07, -0.10], [0.53, -0.14, 0.15], [-0.38, 0.36, -0.32], [0.57, 0.87, 0.92], [-0.41, 0.51, -0.82], [-0.34, 0.19, 0.61], [0.61, -1.33, -0.69], [-0.44, -0.25, -0.22], [0.17, -0.03, 0.26], [-0.03, -0.15, -0.05], [0.19, -0.21, -0.01], [-0.25, -0.46, -0.32], [0.14, -0.06, 0.01], [0.22, -0.25, 0.12], [-0.07, 0.01, 0.19], [-0.10, 0.50, 0.21], [-0.09, 0.48, 0.03], [0.21, -0.12, 0.09], [0.08, -0.04, 0.08], [0.30, 0.50, 0.55], [-0.21, 0.90, -0.65], [-0.78, -0.18, 1.50], [0.42, -0.06, -0.32], [-0.06, 0.15, 0.47], [0.32, -0.61, -0.25], [-0.22, -0.27, -0.34], [-0.10, -0.08, -0.01], [0.14, -0.20, -0.15], [-0.08, -0.48, -0.07], [-0.05, 0.18, -0.24], [0.19, 0.08, -0.25], [-0.11, 0.02, 0.10], [-0.02, 0.07, -0.50], [0.11, -0.25, -0.25], [0.02, 0.29, 0.09], [-0.01, -0.01, 0.26]],
  "homo_energy_ev": -8.24,
  "fmax_ev_per_a": 2.259,
  "e_above_lowest_kj_mol": 0.0,
  "orbital_gap_ev": 8.674
}